ORCA calculation (wB97M-V/def2-TZVPD) on a structure of composition C52H45Cl3I4LuN4Si2 in a non-equilibrium geometry.

Summary:
Total charge   -1
Orbital gap   3.98 eV

Each line ends with the Mulliken charge.
Positions of all 111 atoms, in Å:
Lu -0.3240 -0.1772 -0.0923  2.014
I -5.1698 8.4922 -1.1928  0.070
C -4.3035 6.6399 -0.7919  -0.036
C -4.9848 5.7207 -0.0075  -0.742
C -4.4060 4.4861 0.2509  0.124
C -3.1558 4.1603 -0.2641  -1.129
C -2.4894 5.1007 -1.0433  0.077
C -3.0544 6.3393 -1.3132  -0.720
C -2.5139 2.8384 0.0056  1.309
C -1.4729 2.8257 0.9402  0.681
C -1.1525 3.9615 1.7741  -1.779
C -0.1825 3.5606 2.6227  -1.649
C 0.1120 2.1862 2.2997  0.436
C 1.0876 1.4287 2.9440  1.145
C 1.9359 2.1090 3.9667  -0.653
C 1.8605 1.7597 5.3112  -0.234
C 2.6441 2.4001 6.2605  -0.759
C 3.5173 3.3998 5.8582  -0.070
I 4.6961 4.3688 7.2754  0.065
C 3.6159 3.7608 4.5230  -0.756
C 2.8231 3.1127 3.5865  0.066
C 1.2849 0.0621 2.7471  0.514
N 0.4978 -0.7352 1.9634  -0.625
C 0.8880 -2.0233 2.2122  0.463
C 0.1999 -3.1596 1.7945  1.283
C 0.7674 -4.4918 2.1530  -0.810
C 0.8290 -4.9480 3.4647  -0.120
C 1.3513 -6.1999 3.7596  -0.696
C 1.8195 -6.9992 2.7276  -0.038
I 2.6002 -8.8827 3.1601  0.061
C 1.7741 -6.5613 1.4121  -0.702
C 1.2472 -5.3090 1.1319  -0.116
C -0.9971 -3.1588 1.0785  0.660
C -1.8009 -4.3401 0.8724  -1.476
C -2.9023 -3.9474 0.1990  -1.699
C -2.7646 -2.5250 -0.0245  0.537
N -1.6131 -2.0703 0.5310  -0.099
C -3.6943 -1.7537 -0.7297  1.403
C -3.6037 -0.3793 -0.9080  0.193
C -4.6331 0.4205 -1.5326  -1.509
C -4.2842 1.7129 -1.3620  -1.410
C -3.0451 1.7139 -0.6163  0.043
N -2.6005 0.4299 -0.4474  0.133
C -4.9201 -2.4482 -1.2263  -0.910
C -4.8519 -3.2772 -2.3415  0.057
C -5.9792 -3.9332 -2.8175  -0.720
C -7.1901 -3.7536 -2.1670  -0.010
I -8.8928 -4.7217 -2.8766  0.073
C -7.2818 -2.9330 -1.0522  -0.707
C -6.1453 -2.2853 -0.5890  0.002
C 2.0386 -2.0247 3.0780  -1.464
C 2.2777 -0.7371 3.4160  -1.144
N -0.6849 1.7622 1.2711  0.076
H -5.9559 5.9638 0.4017  0.386
H -4.9280 3.7644 0.8674  0.512
H -1.5152 4.8539 -1.4478  0.422
H -2.5261 7.0587 -1.9237  0.404
H -1.6341 4.9250 1.7327  0.473
H 0.2780 4.1332 3.4107  0.548
H 1.1726 0.9814 5.6181  0.519
H 2.5711 2.1229 7.3032  0.377
H 4.3052 4.5329 4.2103  0.406
H 2.8992 3.3826 2.5402  0.480
H 0.4513 -4.3212 4.2635  0.497
H 1.3885 -6.5484 4.7827  0.380
H 2.1495 -7.1839 0.6116  0.388
H 1.2170 -4.9412 0.1125  0.560
H -1.5544 -5.3340 1.2074  0.480
H -3.7297 -4.5567 -0.1250  0.455
H -5.5130 0.0328 -2.0196  0.540
H -4.8195 2.5890 -1.6889  0.624
H -3.9025 -3.4080 -2.8465  0.524
H -5.9105 -4.5725 -3.6868  0.376
H -8.2287 -2.8014 -0.5466  0.371
H -6.2062 -1.6460 0.2834  0.498
H 2.5929 -2.8960 3.3845  0.580
H 3.0600 -0.3591 4.0530  0.644
Cl 2.0263 2.7030 -0.0964  0.057
C 1.3877 2.9538 -1.7130  -0.399
Cl -0.1780 2.1010 -1.9798  -0.124
H 2.0907 2.4507 -2.3902  -0.142
H 1.1867 4.0102 -1.8557  0.697
Cl 0.8065 -2.1755 -1.2162  -0.456
C 4.1520 -0.1571 0.2828  -0.297
Si 4.3471 0.2291 -1.5638  -0.185
C 5.4164 1.8010 -1.6669  -1.075
C 5.5236 -1.0988 -2.2344  -1.212
C 2.7349 0.3436 -2.3365  1.438
Si 2.3078 -0.0032 -4.0368  0.190
C 3.2132 -1.4494 -4.8630  -1.190
C 0.4646 -0.3574 -4.3672  -0.656
C 2.7223 1.4623 -5.1895  -1.232
H 5.0792 -0.5434 0.7174  0.474
H 3.3762 -0.9179 0.4220  -0.133
H 3.8638 0.7291 0.8564  -0.070
H 6.4428 1.6549 -1.3133  0.347
H 4.9681 2.6071 -1.0777  0.218
H 5.4679 2.1397 -2.7070  0.287
H 6.3995 -1.2140 -1.5877  0.336
H 5.8845 -0.8375 -3.2336  0.263
H 5.0146 -2.0630 -2.3091  0.271
H 1.9895 0.1349 -1.5520  -0.870
H 3.0299 -2.3728 -4.3064  0.221
H 4.2933 -1.2833 -4.8804  0.310
H 2.8786 -1.5914 -5.8958  0.344
H 0.3621 -1.2228 -5.0285  0.364
H -0.0202 0.4938 -4.8537  0.336
H -0.0928 -0.6011 -3.4616  -0.131
H 3.6855 1.9001 -4.9087  0.286
H 1.9623 2.2473 -5.1006  0.245
H 2.7782 1.1786 -6.2460  0.341

Cartesian forces (eV/Å) of the 2 atoms listed first:
-1.0100 -0.5443 0.6680
-0.0433 0.0991 -0.0167

***

ORCA calculation (wB97M-V/def2-TZVPD) on a cluster of 13 separate species, C4H24BO20 in total in a non-equilibrium geometry.

Summary:
Total charge   -1
Orbital gap   9.64 eV
ΔE to the lowest compared entry with this formula, charge and spin   69.3 kcal per mole

Each line ends with the natural charge from an NBO analysis.
Positions of all 49 atoms, in Å:
O -11.6158 -2.4164 -8.9566  -0.565
C -11.2904 -1.2845 -9.4135  0.686
O -10.9533 -0.9150 -10.6901  -0.654
B -10.5276 0.5058 -10.7106  1.161
O -10.7840 1.0482 -9.3934  -0.663
C -11.2499 0.0261 -8.5781  0.673
O -11.6409 0.1686 -7.3918  -0.550
O -11.4029 1.2414 -11.6605  -0.660
C -10.6444 1.9232 -12.5484  0.689
O -11.0492 2.6293 -13.4730  -0.571
C -9.1366 1.6420 -12.1624  0.671
O -9.1000 0.6716 -11.2418  -0.641
O -8.1121 2.1741 -12.6742  -0.578
O -3.8473 2.8639 -15.8476  -0.940
H -4.4784 2.5175 -15.2168  0.474
H -4.2046 2.6219 -16.7020  0.466
O -13.3559 -8.7539 -6.8933  -0.938
H -12.7924 -8.3007 -6.2661  0.467
H -13.6368 -8.0701 -7.5013  0.471
O -8.7140 -6.5986 -6.6026  -0.943
H -8.3290 -6.9595 -5.8040  0.468
H -8.6932 -5.6506 -6.4719  0.475
O -12.1349 4.4246 -18.7758  -0.940
H -13.0769 4.2911 -18.8803  0.468
H -11.9951 4.4180 -17.8289  0.473
O -14.7210 4.2557 -9.6997  -0.943
H -13.8674 4.2253 -10.1317  0.474
H -15.1479 3.4376 -9.9540  0.469
O -3.8237 7.5913 -13.2823  -0.936
H -4.0069 6.6616 -13.1470  0.472
H -3.5553 7.9109 -12.4209  0.464
O -9.4407 7.1226 -16.3581  -0.939
H -9.7879 6.7170 -17.1526  0.466
H -9.0535 6.3974 -15.8679  0.473
O -10.6177 -6.6852 -10.3015  -0.946
H -11.0569 -5.8421 -10.4132  0.473
H -10.1663 -6.6110 -9.4607  0.473
O -6.5228 -3.2927 -13.4728  -0.941
H -6.8179 -3.2814 -12.5623  0.471
H -7.1798 -2.7808 -13.9445  0.469
O -10.1535 -3.0872 -3.7102  -0.939
H -10.7354 -2.3328 -3.8024  0.474
H -10.7400 -3.8437 -3.7070  0.464
O -16.4068 0.2700 -3.9094  -0.940
H -16.5958 0.6496 -4.7676  0.470
H -15.6310 -0.2720 -4.0523  0.469
O -15.2803 0.8486 -13.5504  -0.945
H -14.9416 0.0086 -13.2406  0.470
H -14.5099 1.3111 -13.8802  0.475

Cartesian forces (eV/Å) of the 2 atoms listed first:
1.3779 4.3632 -2.2690
-0.6657 -2.4845 0.2434

***

ORCA calculation (wB97M-V/def2-TZVPD) on a cluster of 8 separate species, C7H28NO7 in total in a non-equilibrium geometry.

Summary:
Total charge   +1
Orbital gap   8.95 eV
ΔE to the lowest compared entry with this formula, charge and spin   63.6 kcal per mole

Each line ends with the natural charge from an NBO analysis.
Positions of all 43 atoms, in Å:
C -0.4510 -1.8348 -0.1038  -0.232
C -0.9031 -0.4605 0.3048  -0.505
C -0.1794 0.7285 -0.2558  -0.083
C -0.8450 1.4159 -1.2332  -0.097
C -2.1554 1.1671 -1.9397  -0.687
C 1.7818 0.4648 1.1390  -0.431
C 1.0652 1.1857 0.2851  -0.211
N 0.9421 -2.1618 0.2422  -0.777
H -0.6568 -1.9205 -1.2232  0.250
H -1.1148 -2.6131 0.5497  0.225
H -0.8924 -0.3235 1.4278  0.240
H -2.0767 -0.4212 0.1684  0.289
H -0.4060 2.3952 -1.4956  0.192
H -2.3147 1.9254 -2.7553  0.223
H -2.1421 0.3364 -2.5131  0.208
H -3.1987 1.3318 -1.5054  0.253
H 1.3535 -0.2456 1.8748  0.208
H 2.8599 0.5910 1.2710  0.206
H 1.2933 2.1611 -0.0257  0.224
H 1.4629 -2.9044 -0.1934  0.450
H 1.5329 -1.4484 -0.3804  0.486
H 1.2035 -2.2209 1.3100  0.487
H 3.2749 0.3813 -0.8485  0.496
H 4.5471 -0.5534 -0.8968  0.494
O 3.6174 -0.4911 -1.0103  -0.975
H -3.7280 1.6940 1.3731  0.474
H -2.4098 2.1543 1.0425  0.493
O -2.9081 1.2570 1.1433  -0.958
H 0.3424 0.6590 -4.6981  0.478
H -1.0763 0.1465 -4.1956  0.474
O -0.0831 -0.0959 -4.2386  -0.950
H -0.3004 4.6696 1.7541  0.479
H -1.1645 4.7376 0.5257  0.477
O -0.8114 4.1479 1.1815  -0.952
H 0.7583 -2.6170 3.7930  0.489
H -0.0325 -1.5957 3.2845  0.491
O 0.5272 -2.1944 2.9901  -0.951
H 1.6867 -2.4293 -3.4425  0.495
H 2.7424 -1.7521 -2.4934  0.505
O 1.8685 -2.3238 -2.5038  -0.997
H -2.4545 -0.7106 3.5421  0.502
H -1.3359 0.3435 3.7792  0.494
O -1.4889 -0.6296 3.7000  -0.974

Cartesian forces (eV/Å) of the 2 atoms listed first:
-2.9072 -2.6903 0.6837
-1.7425 0.1781 2.1376

***

Q: Which of these has the lowest orbital gap?
A: C52H45Cl3I4LuN4Si2